No. 1
# C15H14N4OS

One molecule with the formula C15H14N4OS at a distorted geometry (wB97M-V/def2-TZVPD, the Open Molecules 2025 dataset).

The geometry in ORCA input format:
```
! wB97M-V def2-TZVPD RIJCOSX def2/J DEFGRID3
* xyz 0 1
H 0.767 -5.871 -1.847
N 0.635 -4.876 -1.953
C 0.497 -4.208 -0.898
S 0.521 -4.794 0.798
C 0.275 -3.148 1.369
C 0.198 -2.806 2.712
N 0.145 -2.473 3.812
C 0.178 -2.273 0.319
N 0.024 -0.907 0.524
C -0.898 -0.076 -0.092
O -1.631 -0.456 -0.979
C -0.900 1.308 0.433
C 0.196 1.893 1.063
C 0.120 3.195 1.514
C -1.042 3.944 1.359
C -1.124 5.342 1.885
C -2.129 3.359 0.718
C -2.059 2.061 0.254
N 0.307 -2.846 -0.910
C 0.440 -2.134 -2.173
C 1.717 -1.349 -2.217
C 2.685 -1.584 -3.082
H 0.336 -0.608 1.439
H 1.125 1.351 1.177
H 0.979 3.642 1.995
H -0.152 5.829 1.848
H -1.840 5.930 1.317
H -1.451 5.324 2.925
H -3.037 3.928 0.581
H -2.898 1.606 -0.250
H -0.423 -1.475 -2.296
H 0.433 -2.900 -2.949
H 1.812 -0.559 -1.483
H 3.590 -1.001 -3.099
H 2.604 -2.369 -3.815
*
```

Its SMILES is [H]/N=c1\sc(C#N)c(NC(=O)c2ccc(C)cc2)n1CC=C. The energy relative to the best compared isomer or geometry (same formula, charge and spin) comes out at 149.4 kJ/mol. Its HOMO-LUMO gap is 0.2949 Eh. Its LUMO energy is -0.0087 eV. As for the HOMO energy: -8.0 eV.

---

No. 2
# C15H14N5O3

An isolated ion of composition C15H14N5O3 and charge +1 at a distorted geometry (wB97M-V/def2-TZVPD, the Open Molecules 2025 dataset).

The geometry in ORCA input format:
```
! wB97M-V def2-TZVPD RIJCOSX def2/J DEFGRID3
* xyz 1 1
C 3.551 0.689 -3.209
O 2.664 -0.147 -3.930
C 1.438 -0.465 -3.446
C 0.907 0.004 -2.191
C -0.344 -0.436 -1.749
N -0.774 -0.068 -0.475
N 0.065 0.425 0.416
C -0.357 0.704 1.729
C -1.696 0.411 2.105
C -2.116 0.449 3.428
C -1.275 0.883 4.418
C -1.711 0.967 5.850
C 0.035 1.280 4.059
C 0.518 1.229 2.730
N 1.804 1.675 2.458
O 1.950 2.283 1.391
O 2.684 1.486 3.292
C -1.102 -1.355 -2.532
C -2.432 -1.995 -2.120
C -0.549 -1.814 -3.751
C 0.693 -1.388 -4.210
N 1.199 -1.891 -5.435
N 1.602 -2.309 -6.439
H 3.120 1.648 -2.839
H 4.398 0.943 -3.836
H 3.944 0.102 -2.355
H 1.409 0.808 -1.621
H -2.410 0.050 1.375
H -3.122 0.208 3.670
H -2.631 0.427 6.040
H -1.896 1.999 6.159
H -0.920 0.554 6.468
H 0.706 1.714 4.800
H -3.045 -1.294 -1.603
H -2.993 -2.419 -2.921
H -2.223 -2.806 -1.391
H -1.091 -2.555 -4.336
*
```

Its SMILES is COc1cc(/N=N/c2ccc(C)cc2[N+](=O)[O-])c(C)cc1[N+]#N. The energy relative to the best compared isomer or geometry (same formula, charge and spin) comes out at 0.0 kJ/mol. Its HOMO-LUMO gap is 0.2327 Eh. Its LUMO energy is -5.6251 eV. As for the HOMO energy: -12.0 eV.

---

No. 3
# C15H15BrN4O5S2

One molecule with the formula C15H15BrN4O5S2 at a distorted geometry (wB97M-V/def2-TZVPD, the Open Molecules 2025 dataset).

The geometry in ORCA input format:
```
! wB97M-V def2-TZVPD RIJCOSX def2/J DEFGRID3
* xyz 0 1
C -1.379 -0.810 -1.219
N -0.970 -0.181 0.047
C -0.749 -0.877 1.236
C -0.046 -0.097 2.100
S 0.570 -0.607 3.707
O 0.451 0.427 4.739
O -0.072 -1.844 4.109
N 2.176 -0.840 3.309
C 2.308 -1.674 2.296
O 3.038 -1.257 1.405
N 1.704 -2.889 2.176
C 1.516 -3.576 1.008
N 0.534 -4.425 1.103
C 0.462 -5.173 -0.085
C 1.345 -4.853 -1.088
Br 1.358 -5.592 -2.834
S 2.401 -3.597 -0.543
C 0.167 1.178 1.461
C 0.876 2.333 1.872
C 1.089 3.331 0.902
C 0.462 3.279 -0.358
C -0.283 2.180 -0.719
O -0.840 2.011 -1.948
C -1.285 3.159 -2.676
C -2.388 2.823 -3.678
O -2.817 4.015 -4.355
C -0.429 1.112 0.203
H -1.831 -1.757 -0.983
H -2.121 -0.212 -1.731
H -0.518 -0.966 -1.866
H -0.977 -1.936 1.403
H 2.663 -0.009 3.133
H 1.035 -3.138 2.892
H -0.283 -5.960 -0.181
H 1.318 2.421 2.892
H 1.660 4.211 1.127
H 0.592 4.042 -1.124
H -1.658 3.875 -1.985
H -0.412 3.585 -3.194
H -1.994 2.086 -4.404
H -3.203 2.392 -3.102
H -3.470 3.811 -5.047
*
```

Its SMILES is Cn1cc(S(=O)(=O)NC(=O)Nc2ncc(Br)s2)c2cccc(OCCO)c21. The energy relative to the best compared isomer or geometry (same formula, charge and spin) comes out at 0.0 kJ/mol. Its HOMO-LUMO gap is 0.3200 Eh. Its LUMO energy is 0.3246 eV. As for the HOMO energy: -8.4 eV.

---

No. 4
# C15H15Cl6NO

A 2-piece molecular cluster, C15H15Cl6NO overall at a distorted geometry (wB97M-V/def2-TZVPD, the Open Molecules 2025 dataset).

The geometry in ORCA input format:
```
! wB97M-V def2-TZVPD RIJCOSX def2/J DEFGRID3
* xyz 0 1
Cl 1.285 -0.397 2.108
C 1.116 -4.194 2.751
Cl -0.300 -3.482 3.394
C 1.137 -4.295 1.274
O 0.289 -3.740 0.553
C 2.346 -4.936 0.718
Cl 2.316 -5.310 -0.942
C 3.451 -5.169 1.520
Cl 4.798 -6.033 0.894
C 3.494 -4.683 2.864
Cl 4.908 -4.836 3.801
C 2.332 -4.108 3.426
Cl 2.426 -3.253 4.911
C -1.242 2.108 2.443
C -0.078 1.568 3.290
C 1.064 1.299 2.307
C 0.652 1.823 0.974
N 1.455 1.785 -0.048
C 1.012 2.170 -1.394
C 2.248 2.041 -2.291
C 3.385 1.467 -1.432
C 2.851 1.327 -0.001
C -0.781 2.193 0.959
H -2.141 1.487 2.531
H -1.480 3.114 2.810
H 0.222 2.305 4.041
H -0.358 0.660 3.832
H 2.019 1.690 2.650
H 0.189 1.513 -1.738
H 0.623 3.203 -1.379
H 2.015 1.386 -3.133
H 2.507 3.023 -2.696
H 3.695 0.488 -1.812
H 4.262 2.122 -1.461
H 3.440 1.941 0.697
H 2.930 0.286 0.347
H -1.336 1.490 0.315
H -0.957 3.199 0.544
*
```

Its HOMO-LUMO gap is 0.1378 Eh. Its LUMO energy is -1.9376 eV. As for the HOMO energy: -5.7 eV.

---

No. 5
# C15H15ClN2O3

One molecule with the formula C15H15ClN2O3 at a distorted geometry (wB97M-V/def2-TZVPD, the Open Molecules 2025 dataset).

The geometry in ORCA input format:
```
! wB97M-V def2-TZVPD RIJCOSX def2/J DEFGRID3
* xyz 0 1
C -1.208 -5.332 0.977
C -1.393 -4.920 -0.308
C -0.939 -3.691 -1.115
N -0.342 -2.778 -0.088
C 1.129 -2.476 0.030
O 1.720 -3.012 -0.780
C 1.183 -1.648 1.195
C 1.609 -2.343 2.259
N 1.917 -2.815 3.180
C 1.405 -0.270 0.956
C 0.959 0.578 -0.103
C 0.633 0.252 -1.336
C 0.138 1.007 -2.504
Cl -0.120 0.648 -3.978
C 0.104 2.330 -2.122
O -0.568 3.253 -2.971
C 0.437 2.954 -0.573
O -0.010 4.183 -0.477
C 0.182 4.879 0.903
C -1.088 4.485 1.684
C 0.653 1.999 0.159
H -1.461 -6.318 1.481
H -0.611 -4.751 1.414
H -1.927 -5.734 -0.784
H -1.653 -3.411 -1.531
H -0.190 -4.060 -1.755
H -0.944 -2.494 0.509
H 1.592 0.264 1.739
H 0.808 -0.771 -1.483
H -0.240 4.161 -2.787
H 0.103 5.751 0.528
H 1.042 4.452 1.142
H -1.885 4.952 0.980
H -1.254 3.402 1.759
H -0.827 4.959 2.563
H 1.048 2.315 1.235
*
```

Its SMILES is C=CCNC(=O)/C(C#N)=C\c1cc(Cl)c(O)c(OCC)c1. The energy relative to the best compared isomer or geometry (same formula, charge and spin) comes out at 1263.0 kJ/mol. Its HOMO-LUMO gap is 0.2746 Eh. Its LUMO energy is -0.8840 eV. As for the HOMO energy: -8.4 eV.

---

No. 6
# C15H15ClN2O4

One molecule with the formula C15H15ClN2O4 at a distorted geometry (wB97M-V/def2-TZVPD, the Open Molecules 2025 dataset).

The geometry in ORCA input format:
```
! wB97M-V def2-TZVPD RIJCOSX def2/J DEFGRID3
* xyz 0 1
C -3.160 -4.097 2.157
O -3.270 -3.036 1.240
C -2.132 -2.538 0.687
C -0.843 -2.982 0.953
C 0.256 -2.405 0.339
C 0.088 -1.363 -0.562
N 1.155 -0.733 -1.217
C 2.447 -0.690 -0.810
O 2.897 -1.317 0.126
C 3.360 0.206 -1.648
C 2.758 1.536 -2.116
N 2.016 2.213 -1.078
C 0.665 2.269 -1.095
O -0.001 1.801 -2.008
C 0.053 2.912 0.067
C -1.273 3.049 0.390
C -1.307 3.709 1.636
C -0.006 3.924 1.982
O 0.825 3.447 1.047
C -1.200 -0.908 -0.846
C -2.285 -1.485 -0.225
Cl -3.873 -0.905 -0.563
H -2.711 -4.982 1.695
H -4.180 -4.327 2.461
H -2.576 -3.809 3.037
H -0.679 -3.789 1.649
H 1.246 -2.759 0.571
H 0.851 -0.083 -1.934
H 3.680 -0.365 -2.522
H 4.245 0.389 -1.034
H 3.565 2.189 -2.465
H 2.061 1.386 -2.945
H 2.513 2.551 -0.269
H -2.101 2.712 -0.198
H -2.176 3.984 2.196
H 0.438 4.390 2.839
H -1.346 -0.091 -1.536
*
```

Its SMILES is COc1ccc(NC(=O)CCNC(=O)c2ccco2)cc1Cl. The energy relative to the best compared isomer or geometry (same formula, charge and spin) comes out at 0.0 kJ/mol. Its HOMO-LUMO gap is 0.3126 Eh. Its LUMO energy is 0.5867 eV. As for the HOMO energy: -7.9 eV.